## a
Formula: C2H2N2OS
Source: the OMol25 dataset
Level of theory: ωB97M-V/def2-TZVPD

Element x y z (Å)
N (-2.031, 0.615, 0.236)
C (-1.544, -0.291, -0.358)
O (-1.275, -1.228, -0.981)
H (-1.945, 1.348, 0.898)
N (1.823, -0.866, 0.275)
C (1.464, 0.234, -0.025)
S (0.979, 1.709, -0.437)
H (2.528, -1.521, 0.391)

Summary:
**2S+1**: 1
**M**: 102.1 g mol⁻¹
**SMILES**: N=C=O.N=C=S
**Gap between HOMO and LUMO**: 0.38374 Eh

=====

## b
Formula: C2H2N2OS
Source: the OMol25 dataset
Level of theory: ωB97M-V/def2-TZVPD

Element x y z (Å)
C (-0.520, -1.176, -0.046)
C (0.422, 1.273, 0.058)
H (-1.051, -2.143, 0.214)
H (0.785, 2.193, 0.708)
N (0.739, -1.266, 0.233)
N (-0.812, 1.225, -0.032)
O (-1.091, -0.157, -0.691)
S (1.528, 0.051, -0.444)

Summary:
**2S+1**: 1
**M**: 102.1 g mol⁻¹
**Gap between HOMO and LUMO**: 0.35684 Eh

=====

In order of decreasing stability: a, b.

=====

## a
Formula: C5H12N4
Source: the OMol25 dataset
Level of theory: ωB97M-V/def2-TZVPD

Element x y z (Å)
C (0.589, 0.354, 2.001)
C (2.878, 0.443, 1.080)
C (-0.009, 1.012, -0.873)
C (-0.827, -0.113, -1.017)
C (-0.477, -1.500, -1.136)
H (-0.436, 0.678, 1.505)
H (0.392, -0.522, 2.660)
H (0.741, 1.168, 2.626)
H (3.021, 1.558, 1.360)
H (3.117, 0.118, 0.017)
H (3.088, -0.339, 1.949)
H (-0.398, 2.099, -1.195)
H (0.706, -1.705, -1.082)
H (-0.957, -2.243, -2.075)
H (-1.228, -1.853, -0.402)
H (-3.323, -1.050, -2.386)
H (-4.125, 0.481, -1.427)
N (1.423, 0.099, 0.758)
N (1.046, 1.298, -0.106)
N (-2.068, 0.334, -0.903)
N (-3.152, -0.316, -1.354)

Summary:
**2S+1**: 1
**M**: 128.2 g mol⁻¹
**Gap between HOMO and LUMO**: 0.29299 Eh

=====

## b
Formula: C5H12N4
Source: the OMol25 dataset
Level of theory: ωB97M-V/def2-TZVPD

Element x y z (Å)
H (-1.436, 0.728, -1.870)
N (-0.519, 0.631, -1.432)
C (-0.478, 1.098, -0.254)
C (-1.667, 1.620, 0.509)
C (0.854, 1.169, 0.443)
C (0.908, 0.321, 1.717)
H (-1.431, 2.564, 1.000)
H (-1.943, 0.905, 1.285)
H (-2.523, 1.770, -0.148)
H (1.622, 0.832, -0.254)
H (1.059, 2.215, 0.694)
H (0.760, -0.730, 1.471)
H (1.888, 0.413, 2.183)
H (0.163, 0.640, 2.445)
H (-0.656, -3.070, 0.850)
N (-0.832, -2.236, 0.255)
N (-0.648, -2.452, -0.921)
H (-0.116, -1.532, -1.536)
C (1.461, -1.594, -2.124)
N (1.827, -2.609, -1.674)
H (1.708, -0.684, -2.637)

Summary:
**2S+1**: 1
**M**: 128.2 g mol⁻¹
**SMILES**: [H]/N=C(\C)CC.[H]/N=N/[H].C#N
**Gap between HOMO and LUMO (alpha / beta)**: 0.32672 / 0.32672 Eh

=====

In order of decreasing stability: b, a.

=====

## a
Formula: C5H12N4
Source: the OMol25 dataset
Level of theory: ωB97M-V/def2-TZVPD

Element x y z (Å)
C (-2.532, 0.133, 1.965)
C (1.671, 0.055, 0.886)
C (1.280, -1.100, -1.247)
C (0.728, 1.431, -1.005)
C (0.777, 0.044, -0.326)
N (-3.189, 0.110, 0.881)
N (-2.760, -0.567, -0.197)
N (-1.497, -0.619, -0.420)
N (-0.568, -0.161, 0.286)
H (-2.998, 0.831, 2.679)
H (-1.893, -0.578, 2.295)
H (1.683, 0.989, 1.527)
H (1.394, -0.734, 1.617)
H (2.770, -0.146, 0.525)
H (0.567, -1.420, -1.907)
H (1.539, -2.005, -0.686)
H (2.042, -0.821, -1.882)
H (0.379, 2.310, -0.301)
H (1.694, 1.710, -1.351)
H (0.247, 1.544, -1.969)
H (-1.334, -1.005, -1.369)

Summary:
**2S+1**: 1
**M**: 128.2 g mol⁻¹
**Gap between HOMO and LUMO**: 0.31663 Eh

=====

## b
Formula: C5H12N4
Source: the OMol25 dataset
Level of theory: ωB97M-V/def2-TZVPD

Element x y z (Å)
C (0.468, -1.537, 0.956)
C (0.327, -0.513, -0.164)
N (0.541, -1.168, -1.435)
C (1.147, 0.751, 0.011)
N (2.502, 0.893, -0.032)
C (0.092, 1.567, 0.122)
C (-0.926, 0.463, -0.067)
N (-1.861, 0.179, 1.016)
N (-1.631, 0.540, -1.328)
H (0.613, -1.051, 1.917)
H (-0.422, -2.160, 1.006)
H (1.329, -2.169, 0.748)
H (-0.130, -1.921, -1.545)
H (0.372, -0.499, -2.179)
H (3.041, 0.056, 0.112)
H (2.892, 1.742, 0.342)
H (-0.028, 2.624, 0.274)
H (-1.370, 0.076, 1.896)
H (-2.505, 0.959, 1.117)
H (-2.165, 1.401, -1.377)
H (-2.285, -0.234, -1.391)

Summary:
**2S+1**: 1
**M**: 128.2 g mol⁻¹
**SMILES**: C[C@]1(N)C(N)=CC1(N)N
**Gap between HOMO and LUMO**: 0.32956 Eh

=====

## c
Formula: C5H12N4
Source: the OMol25 dataset
Level of theory: ωB97M-V/def2-TZVPD

Element x y z (Å)
C (0.748, -0.111, -1.517)
C (-1.442, 1.517, -0.373)
C (0.050, -0.640, -0.319)
C (1.223, -0.102, 0.549)
C (-1.205, 0.088, -0.090)
N (-0.117, -2.085, -0.173)
N (1.325, 1.301, 0.806)
N (-2.148, -0.608, 0.562)
N (1.921, -1.006, 1.159)
H (0.071, -2.533, -1.064)
H (0.588, -2.412, 0.489)
H (1.448, 1.465, 1.799)
H (2.070, 1.735, 0.281)
H (-1.975, -1.613, 0.624)
H (-3.032, -0.210, 0.834)
H (2.712, -0.604, 1.653)
H (1.451, -0.783, -1.982)
H (0.786, 0.916, -1.842)
H (-2.449, 1.849, -0.115)
H (-0.718, 2.135, 0.165)
H (-1.310, 1.701, -1.447)

Summary:
**2S+1**: 1
**M**: 128.2 g mol⁻¹
**Gap between HOMO and LUMO (alpha / beta)**: 0.20734 / 0.20710 Eh

=====

In order of decreasing stability: b, c, a.